No. 1
Density functional theory data (wB97M-V/def2-TZVPD) for a cluster of 2 separate species, C3H12N2O in total in a non-equilibrium geometry.

- E_HOMO (Eh) = -0.30064
- gap between HOMO and LUMO (eV) = 8.93
- SMILES = NCCCN.O
- relative energy (zero: lowest compared OMol25 entry of this formula, charge and spin) (kcal/mol) = 17.0
- multiplicity = 1
- LUMO level (eV) = 0.7

Bonds (Å) are listed after each position.
Atoms and positions in Å:
1 N 2.27448 0.89078 -0.69631  C2 1.461, H6 1.001, H7 1.000
2 C 1.25956 -0.08493 -0.30663  N1 1.461, C3 1.520, H8 1.082, H9 1.100
3 C 0.30365 0.19444 0.84176  C2 1.520, C4 1.530, H10 1.095, H11 1.117
4 C -0.64360 -1.00581 0.90598  C3 1.530, N5 1.476, H12 1.092, H13 1.094
5 N -1.81507 -0.85045 1.79072  C4 1.476, H14 1.009, H15 1.008
6 H 1.99104 1.80566 -0.98649  N1 1.001
7 H 3.23689 0.76104 -0.45876  N1 1.000
8 H 0.61911 -0.22246 -1.16718  C2 1.082
9 H 1.81090 -0.98768 -0.00634  C2 1.100
10 H -0.27740 1.10812 0.67750  C3 1.095
11 H 0.90706 0.18788 1.78138  C3 1.117
12 H -1.04151 -1.31061 -0.06387  C4 1.092
13 H -0.09474 -1.78007 1.44971  C4 1.094
14 H -2.32820 0.01688 1.83772  N5 1.009
15 H -1.62317 -1.16930 2.72771  N5 1.008
16 O -1.24369 0.86480 -2.50902  H17 0.962, H18 0.961
17 H -1.88570 0.14986 -2.56064  O16 0.962
18 H -1.44962 1.43186 -3.25725  O16 0.961

---

No. 2
Density functional theory data (wB97M-V/def2-TZVPD) for a cluster of 3 separate species, C3H12N2O2 in total in a non-equilibrium geometry.

- E_HOMO (spin up / spin down) (Eh) = -0.14383 / -0.14380
- gap between HOMO and LUMO (spin up / spin down) (eV) = 7.90 / 6.80
- total charge = -1
- relative energy (zero: lowest compared OMol25 entry of this formula, charge and spin) (kcal/mol) = 19.1
- multiplicity = 2
- LUMO level (spin up / spin down) (eV) = 4.0 / 2.9

Bonds (Å) are listed after each position.
Atoms and positions in Å:
1 C 0.52258 1.34854 1.46667  C2 1.524, N4 1.447, H7 1.092, H8 1.102
2 C 1.24006 0.05317 1.10671  C1 1.524, O3 1.383, H9 1.105, H10 1.098
3 O 1.92935 0.19996 -0.08320  C2 1.383, H11 1.015
4 N -0.56077 1.20008 2.41370  C1 1.447, H12 1.022
5 C -2.11197 -0.26866 -1.17569  N6 1.450, H13 1.095, H14 1.100, H15 1.094
6 N -1.00148 -0.24659 -2.10771  C5 1.450, H16 1.006, H18 1.039
7 H 0.13763 1.77809 0.53904  C1 1.092
8 H 1.20825 2.08970 1.90873  C1 1.102
9 H 1.88873 -0.24200 1.95160  C2 1.105
10 H 0.54364 -0.78863 0.99518  C2 1.098
11 H 1.80420 -0.61387 -0.67627  O3 1.015
12 H -0.13529 1.10598 3.33795  N4 1.022
13 H -2.95830 -0.80267 -1.61994  C5 1.095
14 H -1.90027 -0.75823 -0.21415  C5 1.100
15 H -2.43125 0.71805 -0.82662  C5 1.094
16 H -0.61561 0.68018 -2.17811  N6 1.006
17 H 1.53569 -2.55974 -1.80971  O19 0.966
18 H -0.22247 -0.89723 -1.88763  N6 1.039
19 O 1.12732 -1.99613 -1.14054  H17 0.966

---

No. 3
Density functional theory data (wB97M-V/def2-TZVPD) for a cluster of 3 separate species, C3H12N2O2 in total in a non-equilibrium geometry.

- E_HOMO (Eh) = -0.30271
- gap between HOMO and LUMO (eV) = 8.85
- SMILES = C/C(N)=C/N.O.O
- relative energy (zero: lowest compared OMol25 entry of this formula, charge and spin) (kcal/mol) = 45.1
- multiplicity = 1
- LUMO level (eV) = 0.6

Bonds (Å) are listed after each position.
Atoms and positions in Å:
1 C 0.40477 0.45949 -0.50947  C2 1.495, H6 1.090, H7 1.082, H8 1.079
2 C 1.11211 -0.64575 0.20613  C1 1.495, N3 1.442, C4 1.340
3 N 2.07610 -0.15942 1.16241  C2 1.442, H9 1.015, H10 1.018
4 C 0.89503 -1.93942 -0.06984  C2 1.340, N5 1.414, H11 1.088
5 N 1.59956 -3.01988 0.50844  C4 1.414, H12 1.013, H13 1.009
6 H -0.16220 1.06171 0.20092  C1 1.090
7 H -0.43547 0.12164 -1.10188  C1 1.082
8 H 1.11941 1.01703 -1.09577  C1 1.079
9 H 2.46849 -0.80331 1.84233  N3 1.015
10 H 2.91250 -0.05061 0.59173  N3 1.018
11 H -0.11964 -2.04811 -0.44733  C4 1.088
12 H 1.67795 -2.87347 1.50755  N5 1.013
13 H 1.06307 -3.87362 0.48294  N5 1.009
14 O -3.56216 2.89307 -3.12638  H15 0.963, H16 0.964
15 H -3.03902 2.93150 -3.93371  O14 0.963
16 H -3.16011 2.19326 -2.59919  O14 0.964
17 O -1.66150 1.90985 1.93029  H18 0.963, H19 0.962
18 H -0.83234 1.48750 2.17910  O17 0.963
19 H -2.35654 1.33853 2.27174  O17 0.962

---

No. 4
Density functional theory data (wB97M-V/def2-TZVPD) for a cluster of 2 separate species, C3H12N2O2 in total in a non-equilibrium geometry.

- E_HOMO (Eh) = -0.33566
- gap between HOMO and LUMO (eV) = 9.51
- SMILES = NC[C@H](N)CO.O
- relative energy (zero: lowest compared OMol25 entry of this formula, charge and spin) (kcal/mol) = 41.4
- multiplicity = 1
- LUMO level (eV) = 0.4

Bonds (Å) are listed after each position.
Atoms and positions in Å:
1 N 0.34043 -2.08736 -1.69370  C2 1.457, H7 1.024, H8 1.048
2 C 1.04141 -0.81457 -1.58537  N1 1.457, C3 1.506, H9 1.136, H10 1.108
3 C 1.04317 -0.10129 -0.25953  C2 1.506, N4 1.500, C5 1.498, H11 1.095
4 N 1.96603 -0.96523 0.54869  C3 1.500, H12 1.016, H13 1.026
5 C -0.32233 0.21882 0.26673  C3 1.498, O6 1.383, H14 1.161, H15 1.068
6 O -0.04749 1.42779 0.88021  C5 1.383, H16 0.970
7 H -0.66666 -1.98220 -1.54066  N1 1.024
8 H 0.58707 -2.68389 -0.86784  N1 1.048
9 H 2.15197 -0.84352 -1.82183  C2 1.136
10 H 0.56180 -0.21565 -2.38490  C2 1.108
11 H 1.59240 0.82686 -0.44720  C3 1.095
12 H 1.40244 -1.76796 0.81238  N4 1.016
13 H 2.07929 -0.40617 1.40141  N4 1.026
14 H -0.72642 -0.60441 0.97897  C5 1.161
15 H -1.11309 0.32444 -0.44334  C5 1.068
16 H -0.85693 1.75089 1.30689  O6 0.970
17 O -2.73474 2.57683 1.38937  H18 0.916, H19 0.939
18 H -3.59024 2.27138 1.27546  O17 0.916
19 H -2.70809 3.07523 2.18422  O17 0.939

---

No. 5
Density functional theory data (wB97M-V/def2-TZVPD) for a cluster of 3 separate species, C3H12N2O2 in total in a non-equilibrium geometry.

- E_HOMO (Eh) = -0.33342
- gap between HOMO and LUMO (eV) = 9.78
- SMILES = [H]/N=C/NCC.O.O
- relative energy (zero: lowest compared OMol25 entry of this formula, charge and spin) (kcal/mol) = 20.9
- multiplicity = 1
- LUMO level (eV) = 0.7

Bonds (Å) are listed after each position.
Atoms and positions in Å:
1 H -2.20324 -2.95137 0.14030  N2 1.017
2 N -1.81979 -2.15255 0.63853  H1 1.017, C3 1.273
3 C -0.64466 -1.94840 0.19300  N2 1.273, N4 1.369, H7 1.093
4 N 0.12011 -0.90347 0.63582  C3 1.369, C5 1.451, H8 1.011
5 C 1.40769 -0.59586 0.04115  N4 1.451, C6 1.502, H9 1.095, H10 1.091
6 C 1.92625 0.72828 0.52587  C5 1.502, H11 1.080, H12 1.082, H13 1.092
7 H -0.25878 -2.51725 -0.65629  C3 1.093
8 H -0.49405 -0.11039 0.75814  N4 1.011
9 H 1.35226 -0.58539 -1.05222  C5 1.095
10 H 2.10328 -1.39723 0.29594  C5 1.091
11 H 1.30537 1.57735 0.28197  C6 1.080
12 H 2.94333 0.84194 0.17324  C6 1.082
13 H 2.00496 0.64285 1.61152  C6 1.092
14 O -2.04748 1.23970 0.56106  H15 0.968, H16 0.966
15 H -2.44435 0.37403 0.73630  O14 0.968
16 H -2.31123 1.81778 1.28916  O14 0.966
17 O -0.25195 1.98008 -2.44024  H18 0.969, H19 0.962
18 H -0.98607 1.56375 -1.96371  O17 0.969
19 H 0.29835 2.39614 -1.76955  O17 0.962

---

No. 6
Density functional theory data (wB97M-V/def2-TZVPD) for a cluster of 2 separate species, C3H12N2O2 in total in a non-equilibrium geometry.

- E_HOMO (Eh) = -0.30402
- gap between HOMO and LUMO (eV) = 9.23
- SMILES = NCNCCO.O
- relative energy (zero: lowest compared OMol25 entry of this formula, charge and spin) (kcal/mol) = 47.9
- multiplicity = 1
- LUMO level (eV) = 1.0

Bonds (Å) are listed after each position.
Atoms and positions in Å:
1 N 1.94590 -1.74407 -0.21682  C2 1.455, H7 1.010, H8 1.014
2 C 0.76298 -2.39404 0.32560  N1 1.455, N3 1.446, H9 1.101, H10 1.087
3 N -0.28451 -1.50864 0.78391  C2 1.446, C4 1.461, H11 1.009
4 C -0.46862 -0.30736 -0.02694  N3 1.461, C5 1.512, H12 1.087, H13 1.098
5 C -1.84205 0.24568 0.28100  C4 1.512, O6 1.474, H14 1.087, H15 1.086
6 O -1.65630 0.83264 1.62052  C5 1.474, H16 0.961
7 H 2.80882 -2.16309 0.10015  N1 1.010
8 H 1.95953 -1.76448 -1.23072  N1 1.014
9 H 0.29363 -2.91042 -0.52583  C2 1.101
10 H 0.87493 -3.12499 1.12210  C2 1.087
11 H -0.50247 -1.16850 1.70898  N3 1.009
12 H 0.20785 0.52364 0.15414  C4 1.087
13 H -0.51724 -0.68897 -1.05527  C4 1.098
14 H -2.10747 1.04755 -0.40296  C5 1.087
15 H -2.70334 -0.39505 0.44461  C5 1.086
16 H -2.53426 1.09581 1.91101  O6 0.961
17 O 1.16481 4.44700 -1.51173  H18 0.967, H19 0.963
18 H 1.92050 4.70390 -2.05688  O17 0.967
19 H 0.67730 5.27339 -1.42488  O17 0.963

---

No. 7
Density functional theory data (wB97M-V/def2-TZVPD) for a cluster of 3 separate species, C3H12N2O2 in total in a non-equilibrium geometry.

- E_HOMO (Eh) = -0.28938
- gap between HOMO and LUMO (eV) = 8.60
- SMILES = C/C(N)=C/N.O.O
- relative energy (zero: lowest compared OMol25 entry of this formula, charge and spin) (kcal/mol) = 49.6
- multiplicity = 1
- LUMO level (eV) = 0.7

Bonds (Å) are listed after each position.
Atoms and positions in Å:
1 C 0.22054 1.64020 2.14599  C2 1.521, H6 1.082, H7 1.086, H8 1.087
2 C 0.00276 0.54324 1.11442  C1 1.521, N3 1.405, C4 1.354
3 N -0.85196 0.95381 0.07830  C2 1.405, H9 1.015, H10 1.013
4 C 0.78361 -0.55207 0.96099  C2 1.354, N5 1.431, H11 1.088
5 N 0.17328 -1.78593 0.57115  C4 1.431, H12 1.002, H13 0.999
6 H 0.15568 1.21086 3.13693  C1 1.082
7 H 1.20445 2.03754 1.91358  C1 1.086
8 H -0.56805 2.38346 2.05479  C1 1.087
9 H -1.64097 1.49939 0.41148  N3 1.015
10 H -1.19307 0.25206 -0.56704  N3 1.013
11 H 1.74774 -0.64731 1.45611  C4 1.088
12 H 0.17166 -2.16711 -0.35589  N5 1.002
13 H -0.18493 -2.41432 1.26080  N5 0.999
14 O 0.43884 -3.12892 -2.15734  H15 0.959, H16 0.964
15 H -0.24587 -3.51189 -2.70873  O14 0.959
16 H 0.77795 -2.32758 -2.57122  O14 0.964
17 O -0.41477 1.84098 -2.63111  H18 0.976, H19 0.965
18 H -0.49961 1.46419 -1.73437  O17 0.976
19 H -0.07726 2.70938 -2.37885  O17 0.965